Entry 1:
19
Properties=species:S:1:pos:R:3:forces:R:3 method="wB97M-V/def2-TZVPD" gap_ev=6.8 e_homo_ev=-12.37 total_charge=+1
H -0.793 -3.099 0.746 -0.11 0.02 0.19
C 0.980 1.356 -1.297 -0.66 0.18 0.51
H -1.978 0.279 1.027 -0.38 -0.04 -0.20
C 0.482 -3.211 2.256 -0.11 0.04 -0.32
H 0.961 -2.671 3.062 -0.07 -0.09 0.15
O 0.922 3.007 -3.001 0.15 0.03 -0.06
C -1.741 -0.767 0.923 0.55 -0.02 0.94
H 0.633 0.727 0.561 -0.25 -0.02 0.15
H 1.990 1.742 -1.158 0.03 -0.06 0.08
H -0.388 -0.768 2.606 -0.05 -0.01 0.07
H 1.037 0.321 -1.640 -0.01 0.10 -0.26
H 0.201 2.246 0.389 -0.11 0.25 -0.11
C -0.875 -1.282 1.792 -0.12 -0.29 -1.04
H -0.794 2.203 -2.405 0.01 -0.27 0.24
H -2.172 -1.378 0.144 -0.08 0.18 -0.23
N -0.405 -2.615 1.556 0.15 0.10 0.53
N 0.129 1.345 -0.070 1.00 -0.31 -0.08
H 0.755 -4.225 2.007 0.10 -0.03 0.00
C 0.309 2.239 -2.314 -0.03 0.26 -0.57

***

Entry 2:
19
Properties=species:S:1:pos:R:3:forces:R:3 method="wB97M-V/def2-TZVPD" gap_ev=8.1 e_homo_ev=-12.42 total_charge=+1
H -3.096 -0.037 -0.899 0.03 -0.01 0.08
H 1.161 1.786 1.236 0.33 0.01 0.04
H -1.763 0.686 -1.738 -0.05 -0.09 0.08
H 2.785 -0.503 -1.220 0.02 0.05 -0.20
H 1.293 0.619 -1.782 -0.18 0.01 0.02
H -2.589 -1.372 1.010 0.08 0.01 0.09
H -0.598 1.620 1.666 -0.16 0.07 0.20
C 2.503 -0.907 -0.261 -0.40 -0.05 0.17
H 3.282 -1.426 0.265 0.13 -0.08 0.17
C 1.278 -0.807 0.252 0.27 -0.32 -0.25
C 0.177 -0.102 -0.390 0.47 3.03 1.45
C 0.141 1.806 0.907 -0.31 -2.51 -1.05
N -1.611 -1.178 0.862 0.00 -0.01 0.01
C -1.220 -0.398 -0.137 -0.21 0.10 -0.17
H -0.944 -1.651 1.449 -0.07 0.02 -0.06
O 0.355 0.446 -1.625 0.02 -0.34 -0.28
H -0.119 2.511 0.142 -0.09 0.18 -0.31
N -2.107 0.142 -0.957 0.05 0.00 -0.14
H 1.073 -1.237 1.220 0.05 -0.05 0.17

***

Entry 3:
19
Properties=species:S:1:pos:R:3:forces:R:3 method="wB97M-V/def2-TZVPD" gap_ev="7.9 / 7.9" e_homo_ev="-12.44 / -12.44" total_charge=+1
H 2.340 0.809 -1.017 0.91 -1.54 -0.02
H -1.568 -1.533 -1.465 -0.25 -0.13 0.79
H -1.106 2.838 0.209 -1.64 1.44 1.38
C -0.403 0.591 0.600 1.84 3.57 -0.41
H 2.417 -0.797 1.168 0.19 0.00 1.18
C 2.008 0.058 0.666 -0.47 -0.27 -0.05
H 0.639 -2.353 0.214 0.39 -2.10 1.85
N -1.575 -0.051 0.090 -3.41 1.08 0.17
H -1.623 -2.027 0.376 -1.05 -0.70 -0.85
H 0.531 3.070 -0.336 0.71 0.27 0.54
H -1.857 0.590 -0.698 -0.01 -0.16 0.90
H 2.021 1.036 1.187 0.57 -0.61 -0.31
H 0.934 -1.395 -1.142 -1.92 -0.35 1.40
O 2.616 -0.055 -0.582 -0.87 2.99 -0.55
C -0.376 2.507 -0.440 0.34 -3.62 -0.73
H -2.373 -0.130 0.829 1.61 0.72 -1.60
C 0.237 -1.500 -0.183 1.66 3.14 -4.55
C -1.275 -1.374 -0.417 1.76 -2.15 0.62
N 0.567 -0.231 0.496 -0.35 -1.58 0.25

***

Entry 4:
19
Properties=species:S:1:pos:R:3:forces:R:3 method="wB97M-V/def2-TZVPD" gap_ev="8.7 / 8.7" e_homo_ev="-12.20 / -12.20" total_charge=+1
N -0.092 -0.249 2.496 -1.50 -0.18 0.56
H -0.758 -1.304 -3.821 -0.63 -0.41 -0.85
O 0.624 1.093 -2.182 -0.42 0.18 0.28
C 0.152 -0.458 3.718 3.63 1.43 -1.95
H -0.216 -1.511 -2.221 -0.72 -1.39 3.01
H 0.075 1.908 0.421 0.95 -0.59 1.61
N 0.705 1.058 0.547 -1.37 0.75 -3.32
H 0.058 0.704 -4.045 -0.36 1.99 -1.94
H 0.802 1.037 -0.610 -0.19 -1.48 1.83
C -1.320 -0.080 1.714 3.90 0.79 -0.78
C 0.186 0.385 -3.066 1.05 -1.86 0.81
H -1.872 -0.871 1.435 -2.25 -2.49 -0.30
H -0.530 -0.794 4.355 -3.09 -1.12 2.42
C 0.005 -1.100 -3.117 -0.66 2.45 -0.20
H 0.921 -1.482 -3.423 1.80 -0.80 -0.93
H 1.658 1.225 0.816 0.36 0.57 0.66
H 1.162 -0.303 4.032 0.49 -0.10 0.31
C 0.090 -0.156 1.169 0.43 0.58 -1.85
H -1.649 0.898 1.782 -1.43 1.70 0.63

***

For each record above, in turn, the calculated energy above the lowest of the compared OMol25 structures with the same formula, charge and spin values are 83.0 68.2 181.2 148.1 kcal per mole.
For each record above, in turn, the calculated maximum force values are 1.09 3.39 5.77 4.36 eV/A.